This record from OMol25 describes an isolated molecule of C7H10F2O2. The level of theory is ωB97M-V with the def2-TZVPD basis set.

Last column: natural (NBO) charge in e.
Positions of all 21 atoms, in Å:
C -2.11010 0.13364 0.94465  0.62
C -2.41783 -0.19464 -0.43022  0.56
C -0.19871 0.03485 -0.04000  0.50
C 1.65420 -1.21361 1.21691  -0.63
C 1.04979 1.99741 -0.90547  -0.63
C 0.25295 -1.41139 0.54357  -0.47
C 0.59717 0.59284 -1.20136  -0.52
O -2.40414 -0.28457 1.98699  -0.51
O -0.87130 0.86322 0.79117  -0.56
F -3.36438 -1.13703 -0.74618  -0.32
F -2.57249 0.78754 -1.34467  -0.32
H 2.40529 -1.17965 0.42223  0.21
H 1.77181 -2.08867 1.85824  0.23
H 1.64593 -0.35814 1.90407  0.22
H 1.83034 1.88664 -0.05166  0.21
H 0.07019 2.47482 -0.58976  0.24
H 1.64564 2.54863 -1.72709  0.23
H -0.63869 -1.61970 1.27142  0.23
H 0.26058 -2.20172 -0.24381  0.23
H 1.42778 -0.22092 -1.38760  0.22
H -0.03406 0.59045 -2.27143  0.26

Atoms 1-3, force components in eV/Å:
1.31 1.09 -1.46
0.28 -0.95 -1.94
-1.40 -2.83 -0.93

## Properties
HOMO (alpha / beta) = -8.77 / -8.77 eV
relative energy (zero: lowest compared OMol25 entry of this formula, charge and spin) = 0.000 eV
frontier orbital gap (alpha / beta) = 0.3222 / 0.3223 Eh